C37H31N8O3S2W as an isolated structure at a distorted geometry, computed with ωB97M-V/def2-TZVPD.

The value obtained for the HOMO energy (spin up / spin down) is -9.53 / -11.06 eV. For the HOMO-LUMO gap (spin up / spin down), the calculation gives 5.1335 / 6.7846 eV. Its expectation value of S² is 2.0391.

The geometry in ORCA input format:
```
! wB97M-V def2-TZVPD RIJCOSX def2/J DEFGRID3
* xyz 1 3
C -5.55080 -0.07118 -2.63864
S 1.68057 0.47558 -0.98704
C -5.69413 -0.49849 -5.00243
C -1.65066 -4.72262 4.14779
C -0.14748 -3.65321 2.59166
C -3.64015 -0.91823 -3.82272
C 1.80828 4.38257 1.32971
H -7.31994 0.24598 -3.81233
H -3.44350 1.90661 -2.38481
C -2.08712 1.59502 1.84012
N -2.24521 0.44507 -1.49026
H -3.90648 -1.26023 -5.92252
O -0.13097 -1.28188 2.46828
N 1.48865 -2.75780 1.10688
C 4.16580 -1.87446 -1.12253
H -3.04169 -1.44046 -1.12694
H -1.49244 3.28654 -3.14241
H 6.67687 0.10058 -2.25839
C -2.07422 -3.46510 4.57897
C 5.04255 -2.72214 -3.19147
C 3.24201 -0.20955 5.63328
H -2.82047 -3.38799 5.36198
C -6.28605 -0.07960 -3.81980
C -0.98706 0.08047 -1.19084
C 0.87479 -3.76791 1.58213
H 4.02730 0.52419 5.46522
C -0.59979 -2.40530 3.02580
C 1.88552 3.80600 0.06695
H -4.02419 -0.11372 -0.52498
N 2.29027 -1.01586 3.35196
N -0.19153 1.29849 4.84130
C 5.07074 -0.81610 -1.16913
C -3.40959 -0.44962 -1.36345
C -4.22679 -0.48948 -2.63369
C -4.36811 -0.92181 -5.00208
H 2.43740 0.25176 6.20558
H 0.58515 5.47576 2.71651
C -0.43744 5.10324 0.86195
H -2.45620 2.47787 -1.03193
C -1.55936 -2.30924 4.02058
C 5.95128 -1.66970 -3.23247
C 0.86852 3.19168 -2.15469
H 0.58896 3.87605 -2.95218
H 2.78657 3.28558 -0.23769
C 3.20479 -1.94823 -0.01197
C 0.80659 3.87352 -0.80464
H 5.05756 -0.07751 -0.37902
H 2.65782 4.32508 2.00122
H 3.43390 -3.63884 -2.09276
C 4.14929 -2.82946 -2.13835
C 0.10541 0.93253 -1.50958
H -6.26386 -0.50030 -5.92339
C -0.69516 -4.80915 3.15973
S -0.64338 -1.40307 -0.35446
N -0.07254 2.05016 -2.22990
H 3.64919 -1.05253 6.18608
C 5.96628 -0.71751 -2.22332
C -1.38053 2.24217 -2.86842
C 2.70656 -0.66405 4.35088
C -0.48931 1.34839 3.72873
H -6.01306 0.26266 -1.71395
C -0.78441 1.36371 2.33744
N 0.21141 1.14270 1.39295
H 6.64948 -1.59240 -4.05876
N 2.43833 -2.98163 0.10652
H -1.20116 4.60916 -1.07639
C -0.35229 4.53450 -0.40066
H -2.06983 -5.62020 4.58277
H -0.34659 -5.77511 2.81033
W 1.18574 -0.66085 1.26870
H -1.44049 1.63970 -3.77729
H 1.16859 -4.74163 1.20585
O 3.10038 -0.91509 0.85004
H -2.60638 -1.25866 -3.82048
H 5.02887 -3.45890 -3.98701
H -1.34425 5.61468 1.16481
C 0.64615 5.02539 1.73241
C -2.46900 1.83291 -1.91163
N -3.14529 1.78703 1.41920
H -1.88304 -1.32650 4.34514
H 1.87945 2.84784 -2.35107
O 1.47496 1.03211 2.00902
*
```

---

C98H114F10N21O26S10 as an isolated structure at a distorted geometry, computed with ωB97M-V/def2-TZVPD.

The value obtained for the HOMO energy is -18.26 eV. For the HOMO-LUMO gap, the calculation gives 5.5653 eV.

The geometry in ORCA input format:
```
! wB97M-V def2-TZVPD RIJCOSX def2/J DEFGRID3
* xyz 9 1
H -0.03878 0.12663 -1.48140
C 5.99998 0.98102 -13.03164
C -4.24001 2.31719 -3.54228
H -6.51724 -5.69865 -5.27042
C 1.82284 -1.59386 -0.61908
C 3.83372 -2.57698 -1.35992
H -5.24277 9.84207 2.49140
H -3.23802 1.08556 3.86201
H -5.95465 -9.07740 -7.76884
C -6.27622 -3.07326 12.79505
N 2.30006 -13.23399 12.29189
C 7.99376 4.14936 6.18498
H 1.10364 -1.23402 0.03216
H -4.19037 1.83274 -4.50546
H 9.39682 -3.57452 0.82593
H 3.81809 -2.86114 -3.49980
C 2.51143 2.69781 -10.73722
C 7.48756 -3.06161 -1.02912
H -1.59510 13.82719 -4.70883
H -5.90138 -2.40080 13.56425
C -2.36431 13.32477 -2.74854
H 4.10950 -6.83098 9.34413
H 6.45950 2.74332 -0.41999
H 0.29391 -0.27043 -3.23688
H -3.18994 -4.81319 -3.10876
C -5.41406 0.05830 7.15101
C -8.65099 -7.10695 -6.96287
H 0.85638 2.17274 -8.81446
H 3.49284 -14.46412 11.01592
C -3.84147 11.85275 -0.58162
H 7.75805 0.96069 -16.92966
C 6.39919 2.56077 6.84774
H 4.24641 -0.61304 -11.68840
H -9.73116 -11.16437 -6.11273
C -0.99094 14.19254 -1.00036
H 8.83226 1.39889 -15.57286
N 2.54570 1.63892 -9.89966
H -6.32558 0.36759 9.83152
C -8.77408 3.72353 0.16738
N -0.34013 14.36956 -3.24403
S 5.18464 0.71984 -5.02103
C 5.69710 2.51620 0.32920
H -0.80649 14.37486 0.08298
C 3.74714 0.27105 -11.37299
H -7.33090 -3.01501 12.90824
H 6.11673 2.41379 8.98778
H 8.04675 0.80433 -13.77962
C 1.77589 -12.01124 12.38475
C -2.73494 0.53422 6.78832
H -1.68085 0.79257 6.52964
H -7.78965 -10.67432 -7.45876
H -9.44231 5.83261 -2.26462
C 2.01015 -11.00037 11.45979
C 7.02985 1.09070 -13.93643
C -6.07996 -5.49937 -6.24934
O 4.94630 0.16162 -6.26637
H -0.66077 -1.40750 -2.31135
C 3.14036 -10.10808 9.37444
H 8.39366 -2.64970 -1.35540
H 3.62688 -6.47083 6.34912
H -2.26305 14.15113 1.31515
H -4.15383 -4.94783 -9.50533
N -0.56488 -0.15073 -8.28917
S 5.52370 -3.41053 3.11725
N 1.35898 -1.48990 -1.90724
S -2.03524 -2.89774 5.71904
C 8.22095 4.44314 7.53150
H 5.20670 -6.39742 7.17087
C -5.89859 7.39082 0.12991
O -0.81005 0.22056 -5.98736
H -5.66429 1.07284 5.35097
C -4.85819 -3.00883 10.77414
C 3.09668 0.46982 -10.19955
C -7.31844 -7.45951 -7.20773
C -4.46233 11.15815 0.41888
C -10.70977 5.25845 -0.16364
H 0.63173 14.12760 -5.06411
H -2.13279 0.97739 -4.00468
O 3.11642 3.30599 -3.09864
N -4.58471 -4.23761 -7.60911
C -4.31563 3.52125 -1.10555
C 2.79722 -11.19923 10.34337
H 7.00948 3.70701 10.53157
C -5.40734 2.80096 -3.11651
H 3.33770 -8.53270 10.85715
C 8.88124 -4.48529 0.49315
H 5.70774 1.74941 6.66337
H -3.50770 12.82583 3.07757
C 5.11147 -3.19844 -1.04001
H 2.34385 2.63496 -8.00601
C 1.86175 1.84284 -8.58425
N 5.78638 -2.53267 4.33766
C 7.86777 4.01197 9.92661
H -7.74305 7.82088 0.33583
N -3.59848 1.00456 5.87576
C 6.90530 2.81746 4.39181
O -1.19175 1.87122 1.42056
S 1.29207 1.74870 4.42406
C 1.99908 -2.03539 -2.88578
H 6.25406 0.51315 -12.09611
N 3.96439 1.52865 -4.61514
C 7.92204 1.68228 -16.09754
H -4.40421 -3.86807 11.24081
O -1.88251 -2.88640 -3.28150
C -4.94016 10.83988 2.81425
C 0.18200 -0.68564 -2.21754
C 6.27043 -2.62221 -1.49676
C -6.87239 3.76213 -1.29286
C 4.48446 1.87309 -14.66184
H -5.96629 -6.66619 -9.30277
C 3.28649 -2.54903 -2.63806
C -8.81380 5.14283 -1.67226
H -1.40524 2.53787 -4.14247
N 6.77920 1.56266 -15.12229
C -9.55655 -8.09742 -6.85577
C -2.89922 -3.09335 -3.95091
N -0.55065 -3.12353 6.29519
H 3.08340 -11.14348 7.38739
O 4.96465 1.90226 -2.48667
H 1.47197 -10.08526 11.70951
C -4.94656 -1.26823 9.23972
O 5.23331 -0.27551 5.19284
H 1.86373 -14.16714 14.18045
N 6.14606 2.51606 1.70897
H -10.56809 -7.87317 -6.71103
C 5.55530 2.41830 4.01715
N 7.56438 3.74458 8.50581
H 4.73172 2.25439 4.72239
C 7.43672 2.79294 2.03399
C 3.05919 -13.47534 11.16446
F 7.41939 -1.06441 5.33064
C -3.55199 12.62948 1.99013
H 8.61556 4.71841 5.53674
C 4.72212 1.42792 -13.38962
C -5.54479 3.32975 -1.80121
C -7.54389 4.71723 -2.05933
C -1.89412 1.85591 -3.40439
C 1.82576 -14.38143 13.08754
C 5.50674 1.86866 -15.54727
C -4.32651 -2.42539 9.65458
F 2.27390 0.61056 3.79667
S -0.94017 -0.48622 -9.75575
H 9.00997 5.21675 7.80015
C -0.14746 14.62517 -1.95892
C 7.16724 3.10283 5.80934
S 6.17191 -0.96676 4.37012
H -4.02553 11.44387 -1.55024
H -6.28222 2.54691 -3.78980
H -11.14455 -10.01672 -6.43275
O 0.99540 1.23851 5.71942
C 5.26026 2.24122 2.66270
H 2.34153 -15.28753 12.82684
H 7.97845 5.09399 9.89718
H 4.91406 -7.61533 5.86748
H 1.16404 -11.83328 13.28657
C 3.81403 1.34095 -12.24920
H 4.24214 1.90051 2.30805
C -4.89353 0.79512 6.07149
H 0.77992 -14.54107 12.82561
C 7.83521 2.90831 3.36832
H -11.47616 4.73094 -0.72226
H -4.18404 10.82911 3.61110
C -3.06876 1.75693 4.70010
C 6.42306 -4.82127 0.11565
H -3.24592 12.77792 -3.18276
C -3.09388 3.04095 -1.64267
C -2.90278 13.29902 1.01409
H 6.39607 -5.71883 0.75335
H 8.86753 3.09742 3.55389
H -1.98365 1.79223 4.75183
H 1.59826 14.83494 -3.70796
O 5.86104 -0.02988 -3.99992
C -6.36536 -6.32938 -7.29610
H 6.26238 -1.77750 -2.10728
C -6.94061 -8.77960 -7.38874
C -4.81417 -5.02579 -8.62722
H -2.23160 3.24575 -1.06084
C 6.61179 2.88404 8.15331
H 1.85615 0.91303 -7.98335
C 0.66014 14.85272 -4.22735
C 3.30399 -10.27771 7.96889
C -7.91374 -9.69632 -7.17303
C 5.22050 -4.38645 -0.31936
F 2.88106 1.03650 -2.58951
S -0.25002 -3.90215 7.62159
C -2.13393 13.53898 -1.40201
C -5.96958 -0.60011 10.05444
C -6.37065 -1.28696 11.19820
O -1.99619 1.74223 -7.49128
O -3.67791 -4.29234 -3.80271
H -3.52624 -2.89624 9.13908
O 5.07970 -4.69035 3.47671
H 3.00750 -0.29689 -9.41888
H 5.49958 2.21435 -16.56455
C -3.42040 -3.32580 -7.63981
F 6.93076 -3.71503 2.46423
O -2.06083 -1.68099 4.87590
H -2.56701 -3.73767 -8.12350
O 0.19091 -0.58964 -10.57306
C 3.75903 -9.27996 7.16490
H -9.27924 3.32664 0.98509
C 3.38283 -8.81782 9.85808
O 1.25910 -4.17876 7.63412
O -7.27645 7.08493 -0.07370
H 1.45437 -2.02800 -3.85549
N -5.84034 -2.44667 11.51569
H 3.86139 -9.37527 6.07013
C -5.24042 -4.46870 -6.43238
H -5.19730 10.39239 0.24036
H -3.75259 -2.44696 -8.18886
H 8.09088 2.93364 1.20350
H -7.11712 -0.82207 11.86913
F 6.24076 1.92030 -5.24248
F -2.74883 -0.37902 -7.14520
H -3.43925 2.76880 4.78696
C 4.46935 -7.05242 6.68748
S 0.04156 1.45497 1.94741
H -4.86400 -3.91159 -5.56455
C 3.12514 2.52953 -11.95969
S 3.81841 2.08684 -3.22344
C 3.29582 -12.53253 10.22660
H -7.00987 2.55129 0.45722
H -3.09348 -3.09117 -6.60779
C -1.46947 13.80684 -3.67727
H -10.84718 5.19149 0.90813
N 7.54279 -4.10479 -0.14721
O 2.04669 3.01285 4.24919
O -3.11486 -3.04416 6.66908
H -5.85990 -4.05545 13.03872
N -3.09696 2.43684 -2.82460
F -0.94694 -5.36217 7.46848
C 3.86995 -7.80408 8.94568
H 3.25231 -2.19485 0.68535
N -4.29622 11.54160 1.70187
H 3.15239 3.33695 -12.64738
H 1.92252 3.54431 -10.48544
H 9.51068 -4.95564 -0.22287
H 5.22913 1.55732 0.12956
H -10.67714 6.30431 -0.47154
H 8.67558 -5.14685 1.35870
H 8.81376 3.59004 10.15015
H -2.38273 -0.74899 8.37298
O 6.69372 -0.41305 3.11965
O -5.18207 6.51866 -0.28488
H -5.87131 11.36205 3.15086
H -6.45476 -0.08466 7.29820
C -3.15443 -0.23722 7.85367
H -1.17903 1.59196 -2.64395
H 4.10094 -12.90394 9.48126
H 0.70446 15.22221 -1.69706
H -8.87901 -6.06507 -6.87086
H 4.30743 -4.83053 0.02436
C -10.19942 -10.42934 -6.78637
C -4.48306 -0.45580 8.05264
N -9.38848 4.67271 -0.57003
N 4.04888 -8.08245 7.64232
O -2.07584 -1.33856 -9.82799
H -4.25892 4.02516 -0.17520
H 4.93859 3.26882 0.25997
O -3.44149 -2.38829 -4.83767
O 4.83327 -2.73874 1.93200
F -0.02064 -0.17918 1.85411
H 0.25508 15.82189 -4.57611
H -6.93187 5.30437 -2.76705
F -1.48866 0.98504 -10.06952
O 1.28213 1.71483 1.22851
C -2.98312 12.88254 -0.31879
S -1.49791 0.44690 -7.19325
H -10.34387 -10.72670 -7.78390
O -5.70476 8.40300 0.83972
F -2.14827 -4.19319 4.87137
C -5.74180 -6.04546 -8.47391
H 8.00526 2.67296 -16.46939
H 3.45661 2.02598 -14.98008
N 0.00917 1.66631 3.51076
C 3.03744 -2.16943 -0.34874
O -0.92966 -3.41131 8.71991
N -9.16745 -9.36318 -6.92584
C -7.52911 3.23236 -0.18452
*
```

---

One molecule with the formula C2H10BN2P, computed with ωB97M-V/def2-TZVPD.

The value obtained for the HOMO energy is -8.61 eV. The SMILES is N=[PH2]BCCN. For the HOMO-LUMO gap, the calculation gives 8.2266 eV.

The geometry in ORCA input format:
```
! wB97M-V def2-TZVPD RIJCOSX def2/J DEFGRID3
* xyz 0 1
N -0.71971 -1.81136 -1.77590
H 0.89586 0.17878 -1.28070
H 0.54041 2.73548 0.20957
H -1.12847 -0.99391 -2.21218
C -0.19964 -1.49403 -0.45643
H -1.67091 2.63526 2.47336
H 1.92905 -1.04647 -0.53730
P -0.24110 1.83229 0.99960
B 0.92467 0.29517 0.91769
N -0.72071 2.29789 2.41179
H 0.01900 -2.12993 -2.39165
H 1.50172 -0.00424 1.91310
H 0.11464 -2.42484 0.01650
H -1.04014 -1.13391 0.14338
C 0.99780 -0.49039 -0.41918
H -1.20247 1.55423 -0.01163
*
```

---

A 3-piece molecular cluster, C14H23NO5 overall at a distorted geometry, computed with ωB97M-V/def2-TZVPD.

The value obtained for the HOMO energy is -9.39 eV. The value obtained for the relative energy (zero: lowest compared OMol25 entry of this formula, charge and spin) is 31.08 kcal per mole. The SMILES is CCCCNC1=CC(=O)OC1=O.CC(C)=O.CC(C)=O. For the HOMO-LUMO gap, the calculation gives 8.7431 eV.

The geometry in ORCA input format:
```
! wB97M-V def2-TZVPD RIJCOSX def2/J DEFGRID3
* xyz 0 1
H -1.80692 -0.95837 1.63895
H 6.87879 1.31901 -1.19195
C -3.17972 2.03684 -0.82786
H -2.36465 -4.43009 0.73220
C -1.21263 -3.05566 1.84865
C 1.84841 -1.61974 0.55577
O -0.74275 0.53691 -0.31492
H -4.18931 4.18756 -2.39480
C 5.30916 1.56275 0.24626
H -2.29808 -1.61213 -0.37185
C 5.96815 0.80546 -0.88004
C 4.87798 2.98118 -0.03994
C -2.36637 -3.35646 0.89069
H 4.15146 2.99440 -0.85390
H -2.98863 0.97781 -0.72447
C 0.24158 -0.15242 -0.22174
H 5.74238 3.58709 -0.31520
O -5.15794 1.30352 -1.92012
C -4.48940 2.23887 -1.54905
H -3.02647 -2.99552 -1.09709
H -2.36513 2.48944 -1.39295
H 0.82575 -1.36752 2.86306
H 6.22445 -0.19459 -0.53934
H -1.32862 -3.61838 2.76612
H 4.41896 3.40483 0.85010
H -1.26114 -2.92326 -0.94729
C 0.76216 -0.94631 0.92681
H -5.88237 3.66603 -2.31322
H 2.45227 -2.25317 1.16490
O 2.79839 -1.93522 -1.55187
O 1.16467 -0.32640 -1.24650
C 2.02701 -1.31115 -0.88624
C -4.92998 3.66436 -1.78825
H 5.28149 0.72356 -1.72412
H -1.48766 -1.48437 3.26161
O 5.13078 1.05732 1.32926
H -3.22910 2.48787 0.16502
C -1.14557 -1.56898 2.23830
C -2.20362 -2.68855 -0.46655
H -5.04863 4.18330 -0.83594
H -0.30152 -3.41050 1.37390
H -3.29464 -3.04267 1.35034
N 0.19699 -0.95667 2.19326
*
```

---

One molecule with the formula C5H6N2O at a distorted geometry, computed with ωB97M-V/def2-TZVPD.

The value obtained for the HOMO energy is -9.74 eV. The value obtained for the relative energy (zero: lowest compared OMol25 entry of this formula, charge and spin) is 89.50 kcal per mole. The SMILES is O=C[C@@H]1[C@H]2CN=CN12. For the HOMO-LUMO gap, the calculation gives 10.6845 eV.

The geometry in ORCA input format:
```
! wB97M-V def2-TZVPD RIJCOSX def2/J DEFGRID3
* xyz 0 1
H -1.03062 -1.79119 1.65781
H 1.72120 0.71748 -1.42110
C -0.48393 -0.70849 -0.23849
C 0.79634 -0.21794 0.36604
H -0.73210 -0.28351 -1.19314
C -0.75505 1.46603 0.02288
O -1.44861 -2.93367 -0.05936
H 1.55082 -0.89343 0.79631
N 0.13271 2.03736 -0.64438
C 1.20947 1.08143 -0.46843
C -0.99137 -1.98557 0.49493
N -0.42158 0.19796 0.83958
H 2.27467 1.61106 -0.13953
H -1.82197 1.70249 -0.01313
*
```

---

One molecule with the formula C5H10O, computed with ωB97M-V/def2-TZVPD.

The value obtained for the HOMO energy is -10.10 eV. The value obtained for the relative energy (zero: lowest compared OMol25 entry of this formula, charge and spin) is 25.20 kcal per mole. The SMILES is CC[C@@]1(C)CO1. For the HOMO-LUMO gap, the calculation gives 11.0881 eV.

The geometry in ORCA input format:
```
! wB97M-V def2-TZVPD RIJCOSX def2/J DEFGRID3
* xyz 0 1
H -0.33195 -2.09944 -0.24992
H 0.91084 1.45388 -0.88059
O -1.51802 0.47171 -1.31028
C 0.84563 0.38540 -0.64310
C -1.55553 1.13797 -0.05534
H -1.94183 -1.52251 0.23247
H -2.44295 0.94145 0.54802
H -1.21842 2.17530 -0.06377
H 1.89459 -1.06038 0.61033
H 1.58707 0.48969 1.41148
H 1.10140 -0.15306 -1.56574
H -0.56324 -1.34473 1.34097
C 1.84770 0.02323 0.45468
C -0.86999 -1.31240 0.28965
C -0.59879 0.05521 -0.29997
H 2.85348 0.35868 0.18111
*
```